{"formula": "C42H36F12N7O4S2Ti", "method": "ωB97M-V/def2-TZVPD", "symbols": ["Ti", "C", "C", "N", "C", "S", "N", "N", "C", "C", "C", "C", "C", "C", "C", "N", "H", "H", "H", "H", "H", "H", "H", "H", "H", "H", "H", "H", "H", "C", "C", "C", "C", "C", "N", "C", "C", "C", "C", "C", "C", "C", "C", "O", "C", "F", "F", "F", "C", "F", "F", "F", "C", "C", "C", "O", "C", "F", "F", "F", "C", "F", "F", "F", "H", "H", "H", "H", "H", "H", "H", "H", "H", "H", "H", "H", "C", "C", "C", "C", "C", "C", "C", "S", "O", "O", "N", "C", "C", "C", "C", "C", "N", "H", "H", "H", "H", "H", "H", "H", "H", "H", "H", "H"], "xyz": [[-0.130, 0.439, 0.581], [0.070, -4.192, -4.458], [0.872, -4.336, -3.169], [0.071, -4.206, -1.969], [-0.435, -2.986, -1.537], [-1.704, -3.054, -0.413], [0.155, -1.966, -2.128], [-0.094, -0.683, -1.735], [0.226, 0.178, -2.636], [0.778, -0.166, -3.985], [0.012, 1.611, -2.331], [0.099, 2.569, -3.335], [-0.165, 3.892, -3.042], [-0.521, 4.236, -1.751], [-0.569, 3.234, -0.801], [-0.303, 1.960, -1.076], [0.686, -4.413, -5.333], [-0.782, -4.874, -4.461], [-0.312, -3.175, -4.547], [1.366, -5.311, -3.134], [1.648, -3.573, -3.129], [-0.566, -4.959, -1.757], [0.947, -1.236, -4.046], [0.088, 0.127, -4.780], [1.722, 0.364, -4.132], [0.392, 2.276, -4.330], [-0.087, 4.647, -3.814], [-0.745, 5.254, -1.468], [-0.814, 3.448, 0.228], [-5.159, -3.832, 3.270], [-3.958, -2.945, 3.092], [-2.784, -3.140, 3.785], [-1.674, -2.329, 3.590], [-1.669, -1.258, 2.689], [-0.564, -0.415, 2.446], [0.342, -0.152, 3.490], [0.966, -1.153, 4.241], [1.652, -0.883, 5.416], [1.774, 0.412, 5.888], [2.436, 0.727, 7.201], [1.319, 1.429, 5.055], [0.686, 1.176, 3.848], [0.623, 2.301, 2.825], [0.046, 1.943, 1.634], [2.117, 2.667, 2.487], [2.789, 1.552, 2.184], [2.797, 3.259, 3.484], [2.155, 3.493, 1.440], [-0.117, 3.586, 3.341], [-1.163, 3.278, 4.107], [0.662, 4.394, 4.081], [-0.564, 4.326, 2.321], [-2.903, -1.032, 2.022], [-3.989, -1.865, 2.216], [-3.005, 0.170, 1.119], [-1.884, 0.287, 0.324], [-3.197, 1.456, 2.008], [-2.808, 2.563, 1.367], [-4.486, 1.628, 2.357], [-2.512, 1.378, 3.146], [-4.168, 0.158, 0.061], [-4.050, -0.868, -0.770], [-4.102, 1.282, -0.668], [-5.415, 0.111, 0.567], [-4.910, -4.710, 3.866], [-5.539, -4.178, 2.307], [-5.974, -3.307, 3.774], [-2.704, -3.964, 4.486], [-0.803, -2.564, 4.167], [0.940, -2.168, 3.880], [2.092, -1.703, 5.972], [2.808, -0.179, 7.679], [1.736, 1.203, 7.890], [3.279, 1.409, 7.071], [1.521, 2.455, 5.336], [-4.904, -1.681, 1.675], [7.715, 2.731, 2.750], [6.647, 2.404, 1.740], [6.351, 1.085, 1.410], [5.339, 0.781, 0.515], [4.599, 1.806, -0.060], [4.889, 3.126, 0.244], [5.912, 3.417, 1.135], [3.248, 1.470, -1.168], [2.650, 2.748, -1.455], [3.809, 0.714, -2.268], [2.177, 0.619, -0.354], [2.290, -0.726, -0.145], [3.217, -1.657, -0.646], [3.086, -2.969, -0.261], [2.062, -3.369, 0.601], [1.160, -2.420, 1.007], [1.269, -1.138, 0.628], [8.386, 1.886, 2.902], [7.269, 2.979, 3.715], [8.311, 3.588, 2.434], [6.918, 0.282, 1.865], [5.124, -0.252, 0.279], [4.298, 3.910, -0.206], [6.130, 4.451, 1.377], [3.973, -1.339, -1.347], [3.783, -3.704, -0.646], [1.934, -4.397, 0.903], [0.306, -2.660, 1.623]], "fmax_ha_per_bohr": 0.016, "energy_ha": -5150.8812, "relative_energy_kj_mol": 124.7, "total_charge": -1, "gap_ha": 0.2410, "spin_multiplicity": 1}